# C5H11NO

A cluster of 2 separate species, C5H11NO in total (wB97M-V/def2-TZVPD, OMol25).

Results
gap between HOMO and LUMO (spin up / spin down): 7.95 / 7.95 eV
lowest unoccupied orbital energy (spin up / spin down): 0.96 / 0.96 eV
HOMO level (spin up / spin down): -7.00 / -7.00 eV
charge: 0
strongest force on any atom: 0.38 eV Å⁻¹
energy relative to the best compared isomer or geometry (same formula, charge and spin): 5.7020 eV
electronic energy: -326.9218 Ha

Cartesian coordinates (Å):
C1 -1.377 -1.714 -1.772
O1 -0.164 -1.051 -1.498
C2 -0.365 0.119 -0.784
C3 -0.662 0.160 0.745
N1 0.415 1.030 0.811
C4 0.895 1.872 1.895
C5 0.842 0.938 -0.448
H1 -1.128 -2.613 -2.339
H2 -2.045 -1.079 -2.377
H3 -1.898 -1.994 -0.845
H4 -1.100 0.780 -1.281
H5 -1.601 0.480 1.210
H6 1.577 -1.706 -0.065
H7 0.948 1.268 2.807
H8 0.216 2.722 2.060
H9 1.889 2.251 1.635
H10 2.302 -1.796 0.060
H11 1.863 1.031 -0.811

Löwdin population analysis, charges in e, atoms 1 to 2: atom 1 (C): -0.102, atom 2 (O): -0.186